Computed, not measured: a structure of composition C34H56N7O3SSiTi, with ωB97M-V/def2-TZVPD.

Geometry (Å):
Ti1 -1.212 -0.833 0.184
S1 -0.493 1.151 -0.855
Si1 0.408 2.035 0.870
O1 1.773 2.820 0.554
O2 -0.646 3.022 1.628
O3 0.540 0.733 1.866
N1 -3.769 1.565 2.790
N2 -2.282 0.315 1.778
N3 -3.838 1.654 1.484
N4 -3.025 -1.825 0.503
N5 -4.795 2.381 0.856
N6 -1.586 -1.607 -1.666
N7 -2.978 0.933 0.842
C1 2.342 3.581 -1.651
C2 -0.964 4.422 1.478
C3 0.487 -3.651 -4.706
C4 2.748 -4.450 1.200
C5 -5.074 -1.709 -0.497
C6 -1.447 4.667 0.051
C7 -2.774 0.709 2.952
C8 2.829 2.814 -0.426
C9 0.009 -4.319 -3.592
C10 2.717 -3.907 -1.255
C11 1.450 -2.561 0.314
C12 -1.235 -4.440 -1.436
C13 2.504 -0.161 2.969
C14 0.289 -2.289 -4.825
C15 2.697 -3.317 0.165
C16 -0.372 -1.568 -3.835
C17 -5.247 -2.039 0.841
C18 0.701 0.702 -4.019
C19 -3.969 -2.098 1.411
C20 -0.609 -0.092 -4.046
C21 -2.601 -5.030 -1.808
C22 3.209 1.386 -0.795
C23 -0.811 -2.250 -2.697
C24 3.912 -2.392 0.351
C25 4.007 3.523 0.232
C26 0.253 5.288 1.793
C27 0.408 -1.937 0.424
C28 1.228 0.648 3.152
C29 -0.648 -3.641 -2.575
C30 -2.069 4.716 2.484
C31 -3.693 -1.583 -0.693
C32 0.284 -0.078 4.104
C33 1.557 2.027 3.715
C34 -2.885 -1.573 -1.838
H1 1.919 -5.145 1.062
H2 -1.280 0.297 -3.280
H3 -0.553 -5.259 -1.195
H4 2.377 0.878 -1.283
H5 -5.836 -1.584 -1.251
H6 0.129 -5.394 -3.517
H7 3.474 0.829 0.104
H8 3.187 0.360 2.299
H9 -4.498 2.692 -0.057
H10 3.787 -1.467 -0.212
H11 -2.949 -5.708 -1.028
H12 0.802 -0.321 5.031
H13 2.033 1.915 4.689
H14 -1.086 0.049 -5.018
H15 2.263 -1.130 2.542
H16 -1.334 -3.831 -0.541
H17 -2.537 -5.587 -2.743
H18 4.373 2.941 1.080
H19 2.700 -4.050 2.214
H20 0.591 5.108 2.814
H21 -0.627 4.513 -0.655
H22 1.200 0.562 -3.062
H23 -2.955 4.112 2.284
H24 3.001 -0.303 3.930
H25 4.067 1.396 -1.466
H26 -2.238 3.958 -0.201
H27 1.373 0.370 -4.810
H28 3.698 4.505 0.591
H29 0.503 1.767 -4.153
H30 1.068 5.048 1.115
H31 0.992 -4.199 -5.492
H32 -6.179 -2.249 1.337
H33 -2.345 5.769 2.435
H34 3.670 -4.410 -1.427
H35 1.438 3.113 -2.046
H36 -2.428 0.377 3.914
H37 4.059 -2.149 1.403
H38 -1.825 5.683 -0.060
H39 3.109 3.574 -2.426
H40 2.120 4.616 -1.388
H41 2.586 -3.128 -2.008
H42 4.807 -2.900 -0.007
H43 0.631 -1.770 -5.713
H44 0.647 2.618 3.834
H45 -0.006 6.341 1.685
H46 1.918 -4.637 -1.377
H47 3.685 -4.996 1.090
H48 4.822 3.647 -0.481
H49 -1.728 4.491 3.495
H50 -3.310 -1.697 -2.832
H51 -0.075 -1.002 3.646
H52 -3.711 -2.334 2.433
H53 -5.178 3.092 1.458
H54 -0.563 0.566 4.348
H55 -3.348 -4.244 -1.931
H56 2.233 2.566 3.054

Frontier orbital gap: 7.128 eV
Total charge: +1
Strongest force on any atom: 1.240 eV/A
E_LUMO: -4.0 eV
E: -94566.669 eV


Computed, not measured: a structure of composition C34H57AuN3O3Si, with ωB97M-V/def2-TZVPD.

Geometry (Å):
Au1 -0.459 0.111 -0.210
Si1 1.899 -2.312 0.519
O1 1.381 -1.267 -3.836
O2 -2.019 3.771 1.179
O3 -1.167 -0.901 -2.829
N1 0.746 2.028 2.163
N2 -1.561 1.732 -0.005
N3 -1.498 0.210 2.796
C1 -5.183 0.110 2.405
C2 2.037 3.150 0.435
C3 -3.920 0.583 2.743
C4 2.246 -0.115 -3.918
C5 0.443 0.680 4.118
C6 1.217 1.475 3.254
C7 -1.769 2.744 0.599
C8 1.190 5.619 1.456
C9 -1.904 -2.225 -2.976
C10 2.649 1.697 3.709
C11 1.197 3.195 1.583
C12 3.610 -1.685 0.069
C13 1.844 -4.175 0.216
C14 -2.779 -0.235 2.509
C15 -1.523 -0.281 5.227
C16 1.693 -2.118 2.367
C17 0.040 4.541 3.399
C18 2.422 -2.985 -5.242
C19 2.432 4.336 -0.176
C20 2.191 0.493 -5.298
C21 2.553 1.835 -0.049
C22 -1.405 -0.475 -5.274
C23 -2.972 -1.517 1.907
C24 -1.425 0.147 -3.911
C25 0.695 -1.524 -0.712
C26 0.816 4.459 2.123
C27 1.997 5.571 0.314
C28 -1.812 -2.410 1.595
C29 -3.800 1.952 3.338
C30 -3.328 -1.986 -2.557
C31 -4.258 -1.977 1.643
C32 2.033 -2.549 -3.844
C33 -5.371 -1.169 1.881
C34 -0.885 0.231 3.948
H1 -1.701 0.267 -6.022
H2 0.697 4.509 4.283
H3 -0.654 3.698 3.477
H4 3.277 -0.401 -3.658
H5 -0.863 -0.024 6.061
H6 -0.648 0.901 -3.755
H7 -1.356 -2.917 -2.333
H8 0.676 -2.309 2.730
H9 -4.572 2.102 4.106
H10 -3.396 -1.531 -1.559
H11 2.295 6.496 -0.174
H12 3.097 4.272 -1.033
H13 -0.906 -1.811 1.420
H14 2.004 -1.130 2.729
H15 -3.846 -2.948 -2.522
H16 1.756 1.071 -0.003
H17 2.806 2.744 4.007
H18 2.841 1.058 4.577
H19 -2.500 0.183 5.408
H20 2.554 -4.641 0.918
H21 1.169 0.788 -5.560
H22 -6.028 0.768 2.599
H23 0.910 0.428 5.067
H24 -2.400 0.550 -3.623
H25 0.860 6.575 1.859
H26 2.826 1.385 -5.335
H27 3.364 1.446 2.915
H28 -6.376 -1.531 1.663
H29 -1.788 -2.528 -4.023
H30 -2.006 -2.997 0.681
H31 3.928 -0.872 0.738
H32 1.889 0.602 -3.163
H33 2.922 -2.514 -3.193
H34 2.161 -4.420 -0.808
H35 0.841 -4.588 0.400
H36 -3.932 2.726 2.569
H37 1.320 -3.253 -3.399
H38 3.671 -1.350 -0.975
H39 2.568 -0.204 -6.056
H40 2.902 1.912 -1.086
H41 -0.396 -0.827 -5.515
H42 -0.530 5.477 3.417
H43 -4.359 -2.989 1.244
H44 -3.857 -1.356 -3.283
H45 -1.639 -1.373 5.203
H46 4.304 -2.530 0.198
H47 2.763 -4.025 -5.214
H48 3.248 -2.380 -5.634
H49 -0.193 -1.061 -2.675
H50 1.572 -2.926 -5.932
H51 2.353 -2.866 2.835
H52 -0.037 -2.285 -1.002
H53 -2.817 2.119 3.785
H54 3.395 1.459 0.555
H55 1.284 -1.274 -1.606
H56 -2.115 -1.302 -5.366
H57 -1.626 -3.138 2.403

Frontier orbital gap (spin up / spin down): 7.968 / 4.408 eV
Total charge: +1
2S+1: 3
Strongest force on any atom: 2.565 eV/A
E_LUMO (spin up / spin down): -2.1 / -5.5 eV
E: -58356.335 eV


Computed, not measured: a structure of composition C34H57EuN3O3Si, with ωB97M-V/def2-TZVPD.

Geometry (Å):
Eu1 -0.091 0.310 0.386
Si1 -5.437 -0.085 3.174
O1 2.898 1.920 3.188
O2 -5.795 -1.712 -0.377
O3 -1.855 0.595 -1.286
N1 0.939 -1.845 0.914
N2 0.898 1.824 1.840
N3 2.012 0.057 -1.047
C1 1.797 1.613 -4.966
C2 2.219 -2.030 1.228
C3 -0.688 -2.263 2.708
C4 -6.841 -1.303 3.542
C5 -5.292 -4.054 -0.915
C6 -7.366 -1.772 -2.297
C7 1.800 2.922 -1.395
C8 2.122 -1.776 -3.360
C9 1.822 1.964 -2.554
C10 -1.733 -4.393 1.188
C11 -3.072 -0.522 -3.103
C12 -2.210 -4.147 2.479
C13 -1.713 -0.144 -2.547
C14 -1.694 -3.081 3.231
C15 -6.930 -1.101 -1.007
C16 -6.278 1.472 2.520
C17 -0.224 -3.840 -0.756
C18 -0.134 -2.609 1.452
C19 -6.014 -3.088 0.004
C20 3.130 -0.486 -0.564
C21 1.990 -0.297 -3.483
C22 -2.494 1.908 -1.403
C23 1.925 0.235 -4.771
C24 1.945 0.567 -2.367
C25 1.905 1.876 2.517
C26 -4.724 0.321 4.878
C27 2.641 -3.052 2.254
C28 -1.995 2.776 -2.541
C29 4.473 -0.294 -1.238
C30 3.221 -1.293 0.582
C31 -0.698 -3.633 0.653
C32 -0.201 -1.047 3.453
C33 -4.091 -0.689 1.967
C34 1.742 2.467 -3.858
H1 -6.485 -2.186 4.096
H2 -2.204 2.328 -3.517
H3 0.790 3.344 -1.260
H4 -6.617 1.322 1.485
H5 1.715 2.007 -5.983
H6 -2.290 2.385 -0.438
H7 3.166 -2.112 -3.352
H8 -2.942 -1.270 -3.892
H9 -3.916 -1.750 2.155
H10 1.633 3.542 -4.014
H11 -0.707 -1.014 4.424
H12 -4.554 -0.596 5.466
H13 -1.123 -1.036 -2.293
H14 -0.920 2.972 -2.479
H15 5.242 -0.376 -0.458
H16 -2.515 3.740 -2.488
H17 -7.847 -2.738 -2.104
H18 -2.068 -2.865 4.226
H19 -4.209 -3.901 -0.887
H20 -1.112 0.465 -3.246
H21 -7.600 -0.806 4.173
H22 -3.152 -0.151 2.143
H23 2.478 3.769 -1.586
H24 -6.527 -1.935 -2.982
H25 4.577 0.669 -1.750
H26 2.404 -2.682 3.254
H27 3.722 -3.198 2.206
H28 2.164 -4.032 2.138
H29 4.239 -1.500 0.922
H30 -0.609 -3.062 -1.434
H31 -2.982 -4.785 2.900
H32 2.099 2.469 -0.442
H33 -5.639 -3.923 -1.945
H34 -3.767 0.859 4.801
H35 4.658 -1.122 -1.942
H36 -8.096 -1.130 -2.800
H37 -5.510 -5.077 -0.595
H38 -2.161 -5.185 0.575
H39 -5.430 0.956 5.439
H40 0.884 -1.066 3.641
H41 -0.596 -4.802 -1.127
H42 -7.097 -3.324 0.012
H43 -5.578 2.321 2.534
H44 -6.628 -0.065 -1.189
H45 -3.739 -0.947 -2.345
H46 -0.413 -0.070 2.967
H47 0.870 -3.838 -0.844
H48 -5.635 -3.173 1.034
H49 1.664 -2.243 -4.242
H50 -7.780 -1.096 -0.306
H51 -3.542 0.356 -3.550
H52 1.620 -2.165 -2.473
H53 1.968 -0.449 -5.617
H54 -4.334 -0.593 0.881
H55 -7.153 1.742 3.134
H56 -3.569 1.713 -1.478
H57 -7.343 -1.652 2.628

Frontier orbital gap (spin up / spin down): 5.225 / 7.866 eV
Total charge: +1
2S+1: 7
Strongest force on any atom: 2.871 eV/A
E_LUMO (spin up / spin down): -5.3 / -2.7 eV
E: -73998.703 eV